Below is a cluster of 10 separate species, C24H72ClN6O13 in total in a non-equilibrium geometry, with properties calculated with wB97M-V/def2-TZVPD.

XYZ file:
```
116
Properties=species:S:1:pos:R:3:forces:R:3
Cl -0.159241 0.529932 -0.078183 -2.015 -4.662 0.396
O 0.232504 1.276759 -1.169079 1.340 4.176 -2.538
O -1.636258 0.602930 -0.007431 1.116 0.010 0.385
O 0.296787 -0.794116 -0.440685 -0.744 -1.353 0.571
O 0.428966 0.808875 1.174625 0.313 1.714 1.079
O -1.275236 4.267933 -0.096228 -0.199 0.398 0.152
H -0.895560 3.422686 0.143829 0.256 -0.234 0.021
H -1.937686 4.055412 -0.753679 -0.142 -0.133 -0.176
O -0.349428 -3.259781 1.463549 0.351 -0.671 -0.040
H -1.284285 -3.172380 1.649641 -0.200 0.070 0.198
H -0.113534 -2.440085 1.029181 0.125 0.470 -0.227
O 1.910239 3.523521 -0.694497 0.509 0.390 -0.202
H 1.528533 2.689234 -0.967449 -0.362 -0.357 -0.120
H 2.072295 3.418009 0.242964 -0.193 -0.094 0.168
C -1.608828 -0.965744 -3.460323 -1.345 -1.393 -0.854
C -2.792452 -0.026239 -3.912934 1.983 -1.633 1.092
C -4.166439 -0.578078 -3.464015 1.268 -0.999 -0.230
O -4.310710 -1.943934 -3.903527 -1.748 -0.378 -0.523
C -4.597676 -2.154326 -5.316668 1.515 1.227 0.801
N -2.508403 1.195794 -3.233407 -1.602 1.982 0.302
H -0.662779 -0.656603 -3.904737 -0.063 0.267 0.330
H -1.786007 -1.991739 -3.782880 0.040 -0.250 -0.462
H -1.557457 -1.111336 -2.381313 0.184 0.743 0.125
H -2.749955 -0.004538 -5.001887 -0.127 0.648 -0.080
H -4.990031 0.087431 -3.722677 -0.132 -0.091 -0.331
H -4.153654 -0.709541 -2.382049 0.003 0.331 0.160
H -3.591723 -2.036583 -5.719522 -0.222 -0.105 -1.029
H -5.267003 -1.401273 -5.732621 -0.021 0.250 0.140
H -4.995207 -3.122891 -5.619881 0.068 -0.206 0.931
H -2.579529 1.013128 -2.242612 0.131 0.118 0.234
H -1.631632 1.679900 -3.363839 0.125 -0.528 -0.466
C -3.604063 -5.067513 3.652124 0.219 0.834 -0.755
C -4.861228 -4.814818 2.745461 0.805 1.113 1.964
C -4.399659 -4.597356 1.324748 0.250 -0.389 -0.829
O -3.410635 -3.540680 1.159848 -1.613 -0.231 -1.030
C -3.502398 -2.822685 -0.111196 0.282 -0.465 -0.409
N -5.836896 -5.895639 2.855547 0.425 0.621 -1.025
H -3.158893 -4.140342 4.013088 0.021 0.272 -0.374
H -2.871487 -5.503214 2.972714 0.340 -0.389 0.456
H -3.701516 -5.630006 4.580674 -0.587 -0.476 -0.328
H -5.353521 -3.914345 3.112728 -0.086 0.228 -0.111
H -5.263458 -4.562225 0.660883 -0.174 0.994 -0.050
H -3.968088 -5.542102 0.994143 0.646 -0.259 -0.010
H -2.667187 -2.135136 -0.244578 0.181 -0.061 0.685
H -4.403134 -2.232537 -0.279968 -0.368 -0.106 0.687
H -3.418508 -3.458792 -0.992356 -0.060 -0.625 0.219
H -5.316700 -6.667431 2.463322 -0.392 -0.894 0.407
H -5.980867 -6.004018 3.849344 -0.066 -0.580 -0.031
C 2.048385 0.462479 -3.935255 0.849 1.018 0.417
C 3.223221 1.102938 -4.772768 -2.536 -1.659 0.883
C 4.473554 0.223689 -4.659837 -2.492 1.254 2.221
O 5.525885 0.862221 -5.250748 -0.049 0.857 -0.834
C 6.607193 0.052379 -5.300758 2.385 -1.631 -0.048
N 2.690196 1.024655 -6.114562 0.839 0.288 -1.117
H 1.749167 -0.505753 -4.336618 0.350 -0.243 0.154
H 1.145150 1.070907 -3.980948 0.156 0.250 -0.210
H 2.296237 0.417703 -2.874749 -0.026 -0.404 0.040
H 3.294468 2.156847 -4.503906 0.685 -0.134 0.209
H 4.186316 -0.762936 -5.023367 0.411 -0.239 -0.604
H 4.605597 0.109071 -3.583952 0.667 -0.214 0.338
H 7.501036 0.543339 -5.685603 -0.267 0.348 -0.152
H 6.468298 -0.865702 -5.871654 -0.382 -0.042 -0.689
H 6.906335 -0.382058 -4.346885 -0.110 0.370 0.741
H 3.544061 1.084819 -6.650661 0.038 0.491 -1.056
H 2.469816 0.045636 -6.228814 -0.519 -0.286 -0.233
C 5.067790 2.124480 -1.298987 -0.272 -0.445 0.595
C 5.109759 1.070896 -0.132574 -0.111 0.118 -0.906
C 4.698081 -0.373578 -0.502124 -1.369 0.538 -1.388
O 4.755956 -1.395316 0.454181 -0.619 0.212 0.996
C 3.534479 -1.342847 1.247599 1.203 0.595 0.316
N 6.449312 0.998066 0.362685 1.181 0.408 0.801
H 5.165783 3.115423 -0.855689 -0.014 -0.023 0.156
H 4.121674 2.147541 -1.839770 -0.040 -0.217 0.034
H 5.890474 2.061789 -2.011283 0.084 -0.499 -0.037
H 4.499167 1.523849 0.648521 -0.294 -0.387 0.141
H 5.313016 -0.696858 -1.342033 0.264 0.055 -0.110
H 3.664617 -0.376054 -0.848601 -0.261 0.249 -0.502
H 2.616927 -1.523768 0.687710 0.177 -0.432 -0.219
H 3.452597 -0.322968 1.623433 -0.193 0.093 0.262
H 3.687055 -1.998879 2.104595 -0.246 -0.162 -0.259
H 7.032222 0.601749 -0.360682 0.256 0.043 -0.258
H 6.457625 0.296034 1.088758 0.128 -0.108 0.336
C 4.371408 3.687014 2.720133 0.473 -0.364 -0.351
C 3.019433 4.392581 2.511145 0.562 -0.697 0.866
C 1.943296 3.665695 3.305047 -1.445 0.299 -2.489
O 0.704925 4.169660 2.764884 -1.780 -0.899 1.889
C -0.412537 3.391263 3.340889 0.425 0.409 -0.615
N 3.074930 5.814818 2.838083 0.700 0.260 0.671
H 4.927808 3.987379 3.607990 -0.140 0.585 0.069
H 4.996078 3.840528 1.840177 0.249 0.218 0.088
H 4.360166 2.604066 2.843392 -0.630 -0.201 -0.226
H 2.773272 4.392835 1.449305 -0.113 -0.372 0.190
H 1.999483 3.749071 4.390399 0.179 0.120 0.144
H 1.861133 2.635984 2.957103 0.935 -0.532 0.600
H -0.602140 3.554532 4.401774 0.375 0.612 0.229
H -0.275804 2.312103 3.271528 0.477 -0.122 -0.425
H -1.343259 3.607794 2.816498 0.298 0.363 -0.247
H 4.047204 6.062645 2.722503 0.374 0.458 -0.929
H 3.099738 5.897048 3.844419 -0.809 -0.074 0.660
C -4.480842 0.053646 2.323207 -1.117 0.183 1.002
C -3.330770 -0.475417 3.151810 2.086 1.496 -0.641
C -3.626297 -1.243072 4.408426 -1.646 1.102 0.071
O -4.495408 -0.422423 5.267943 0.352 -0.416 0.297
C -3.783457 0.397828 6.189183 0.276 0.242 -0.462
N -2.369652 -1.172583 2.340430 0.042 -1.112 -0.314
H -5.168787 -0.704733 1.949432 0.056 -0.417 0.079
H -4.189546 0.647779 1.457031 0.444 0.000 0.210
H -5.053622 0.674618 3.011983 -0.382 0.276 -0.262
H -2.715964 0.383310 3.421447 -0.380 0.622 0.549
H -2.753950 -1.576874 4.970283 0.159 0.077 -0.267
H -4.207204 -2.088224 4.039153 -0.277 -0.350 0.719
H -4.404206 0.999859 6.852752 -0.845 -0.749 0.025
H -3.244758 1.217272 5.713366 0.562 -0.250 -0.563
H -3.096517 -0.190592 6.797434 0.122 -0.057 0.050
H -2.874828 -1.928463 1.900493 0.125 -0.271 0.187
H -2.151148 -0.560253 1.567510 0.382 0.207 -0.093
```
Positions in Å, forces in eV/Å.

Computed properties:
2S+1: 1
DFT total energy, Eh: -2724.0638
LUMO, eV: 2.5
Charge: -1
Gap between HOMO and LUMO, eV: 8.8
Energy above the lowest of the compared OMol25 structures with the same formula, charge and spin, kJ/mol: 219.8